{"formula": "C6H10O", "method": "ωB97M-V with the def2-TZVPD basis set", "lumo_energy_ha": 0.037, "smiles": "O[C@@H]1C=CCCC1", "multiplicity": 1, "gap_ev": 10.7, "fmax_ev_per_a": 0.3, "de_lowest_ev": 0.008, "symbols": ["O", "C", "C", "C", "C", "C", "C", "H", "H", "H", "H", "H", "H", "H", "H", "H", "H"], "coordinates": [[0.473, -1.558, 1.656], [-0.513, -0.684, 1.100], [-0.912, -1.133, -0.286], [0.008, 0.752, 1.100], [0.233, 0.799, -1.396], [-0.574, -0.476, -1.394], [0.962, 0.998, -0.067], [0.507, 0.933, 2.057], [-1.384, -0.746, 1.770], [-0.903, -0.849, -2.365], [1.392, 2.004, -0.016], [-0.847, 1.440, 1.033], [-1.495, -2.050, -0.346], [1.798, 0.291, 0.004], [-0.444, 1.645, -1.586], [0.757, -2.169, 0.970], [0.942, 0.802, -2.234]]}



{"formula": "C9H9N2O2S", "method": "ωB97M-V with the def2-TZVPD basis set", "lumo_energy_ha": [-0.195, -0.195], "multiplicity": 1, "gap_ev": [7.3, 7.3], "charge": 1, "fmax_ev_per_a": 4.3, "de_lowest_ev": 3.230, "symbols": ["S", "O", "O", "N", "N", "C", "C", "C", "C", "C", "C", "C", "C", "C", "H", "H", "H", "H", "H", "H", "H", "H", "H"], "coordinates": [[3.896, -0.054, 0.848], [0.819, 2.067, -0.299], [2.739, -1.949, -0.796], [1.701, 0.020, -0.435], [2.686, -0.817, -0.426], [-2.946, 0.193, -0.001], [0.554, -0.270, -1.337], [2.979, 1.383, 0.807], [-1.855, -1.453, 1.305], [-1.782, 0.460, -0.691], [-2.943, -0.653, 1.079], [-0.672, -0.366, -0.478], [-0.814, -1.437, 0.412], [1.851, 1.319, 0.067], [-3.921, 0.753, -0.181], [0.557, -1.265, -1.902], [1.113, 2.961, -0.044], [-3.820, -0.843, 1.824], [0.360, 0.622, -2.110], [3.314, 2.396, 1.191], [-0.005, -2.290, 0.550], [-1.928, -2.088, 2.076], [-1.883, 1.311, -1.460]]}



{"formula": "C5H15NOS", "method": "ωB97M-V with the def2-TZVPD basis set", "lumo_energy_ha": [0.107, 0.113], "multiplicity": 2, "gap_ev": [1.7, 9.2], "charge": -1, "fmax_ev_per_a": 1.4, "de_lowest_ev": 0.594, "symbols": ["S", "O", "N", "C", "C", "C", "C", "C", "H", "H", "H", "H", "H", "H", "H", "H", "H", "H", "H", "H", "H", "H", "H"], "coordinates": [[-2.516, 2.659, -1.586], [4.407, 2.516, 3.531], [0.717, -1.253, 0.062], [0.278, 0.132, 0.205], [-0.308, -2.249, 0.279], [-0.989, -2.812, -0.981], [-0.960, 0.547, -0.596], [-0.985, 2.058, -0.818], [-0.160, 2.340, -1.447], [4.361, 2.577, 2.554], [5.092, 3.180, 3.706], [-1.882, 0.297, -0.084], [-0.411, -2.543, -1.872], [-0.875, 2.522, 0.161], [1.103, 0.789, -0.051], [0.149, -3.044, 0.875], [0.090, 0.318, 1.226], [-1.069, -1.851, 0.924], [-3.168, 1.488, -1.602], [-0.981, -0.024, -1.530], [-1.053, -3.897, -0.905], [1.135, -1.357, -0.850], [-1.974, -2.392, -1.200]]}



{"formula": "C18H23F4OSi2", "method": "ωB97M-V with the def2-TZVPD basis set", "lumo_energy_ha": -0.253, "multiplicity": 1, "gap_ev": 5.7, "charge": 1, "fmax_ev_per_a": 2.1, "de_lowest_ev": 0.064, "symbols": ["Si", "Si", "F", "F", "F", "F", "O", "C", "C", "C", "C", "C", "C", "C", "C", "C", "C", "C", "C", "C", "C", "C", "C", "C", "C", "H", "H", "H", "H", "H", "H", "H", "H", "H", "H", "H", "H", "H", "H", "H", "H", "H", "H", "H", "H", "H", "H", "H"], "coordinates": [[0.622, 1.859, -2.399], [-1.657, 2.144, -0.458], [-0.559, -0.989, 6.278], [-3.353, -3.061, 3.025], [4.385, -1.789, -1.473], [0.307, -4.197, -1.960], [-0.821, 2.474, -1.833], [2.368, -3.037, -1.743], [0.914, -1.018, 1.713], [1.117, -3.364, -1.211], [3.127, -2.109, -1.016], [1.380, -1.822, 0.643], [0.648, -2.881, 0.006], [-1.880, 3.793, 0.473], [0.410, 0.002, -2.623], [-2.184, -2.386, 3.337], [1.990, 2.251, -1.164], [2.675, -1.507, 0.145], [-1.294, -2.087, 2.311], [-0.069, -1.428, 2.660], [0.157, -1.084, 4.017], [-0.787, -1.372, 4.972], [0.903, 2.712, -4.041], [-3.375, 1.482, -0.961], [-1.993, -2.031, 4.672], [1.329, -0.514, -2.929], [-0.256, -3.302, 0.422], [-3.229, 0.586, -1.581], [1.833, 2.427, -4.547], [2.119, 3.344, -1.138], [2.716, -3.433, -2.689], [1.706, 1.901, -0.161], [-2.456, 4.521, -0.120], [-0.812, 1.116, 0.361], [-0.880, 4.208, 0.654], [-0.353, -0.177, -3.394], [-2.753, -2.180, 5.430], [-3.993, 1.199, -0.097], [0.075, -0.465, -1.686], [3.284, -0.805, 0.712], [0.910, 3.798, -3.869], [0.057, 2.474, -4.703], [1.097, -0.577, 4.257], [2.962, 1.804, -1.412], [1.486, -0.106, 1.950], [-3.938, 2.219, -1.554], [-1.558, -2.263, 1.278], [-2.379, 3.671, 1.443]]}



{"formula": "C23H19BiClN3O2Se", "method": "ωB97M-V with the def2-TZVPD basis set", "lumo_energy_ha": 0.004, "multiplicity": 1, "gap_ev": 7.9, "fmax_ev_per_a": 2.1, "symbols": ["Bi", "Se", "Cl", "O", "O", "N", "N", "N", "C", "C", "C", "C", "C", "C", "C", "C", "C", "C", "C", "C", "C", "C", "C", "C", "C", "C", "C", "C", "C", "C", "C", "H", "H", "H", "H", "H", "H", "H", "H", "H", "H", "H", "H", "H", "H", "H", "H", "H", "H", "H"], "coordinates": [[-0.233, -1.440, 0.009], [-1.924, 0.766, 4.075], [4.213, -1.038, 5.563], [-2.674, -2.508, -0.491], [-1.533, 0.001, -0.933], [0.425, -1.044, -2.446], [0.605, 0.469, -4.057], [-1.203, -0.886, 1.835], [1.242, 0.242, 0.516], [3.599, -1.397, 2.961], [-2.832, 1.785, -0.208], [-2.435, -1.147, -5.396], [-3.714, -1.891, -0.291], [1.958, -0.074, 1.769], [-1.641, -2.167, -3.340], [1.100, -0.030, -2.903], [-0.504, -0.281, -4.368], [2.399, 0.347, 4.108], [-0.607, -1.239, -3.334], [-1.411, -0.224, -5.414], [-3.987, 2.322, 0.307], [-4.948, 0.141, 0.403], [-2.682, 0.403, -0.409], [3.339, -0.670, 4.112], [-1.488, -0.176, 2.733], [1.714, 0.634, 2.942], [-2.549, -2.096, -4.376], [-3.780, -0.444, -0.108], [-5.010, -2.669, -0.246], [-5.058, 1.493, 0.619], [2.905, -1.099, 1.805], [-1.318, 0.507, -6.202], [3.110, -1.655, 0.901], [-5.775, -0.496, 0.676], [0.995, 1.440, 2.939], [-3.169, -1.135, -6.187], [-1.738, -2.894, -2.550], [-4.053, 3.384, 0.491], [-1.987, 2.412, -0.447], [-4.825, -3.665, -0.640], [-5.965, 1.906, 1.036], [-5.343, -2.760, 0.786], [0.660, 1.152, 0.601], [-5.783, -2.181, -0.832], [4.331, -2.188, 2.978], [1.926, 0.303, -0.321], [-3.373, -2.793, -4.403], [0.965, 1.251, -4.579], [2.204, 0.905, 5.010], [1.970, 0.378, -2.429]]}



{"formula": "C5H5BrN2O3", "method": "ωB97M-V with the def2-TZVPD basis set", "lumo_energy_ha": -0.017, "smiles": "O=[N+]([O-])[C@H]1C=CC=N[C@]1(O)Br", "multiplicity": 1, "gap_ev": 9.4, "fmax_ev_per_a": 4.7, "de_lowest_ev": 1.168, "symbols": ["Br", "O", "O", "O", "N", "N", "C", "C", "C", "C", "C", "H", "H", "H", "H", "H"], "coordinates": [[0.323, -0.715, 2.626], [0.572, 2.526, -1.439], [2.265, 0.075, 0.544], [1.053, 0.484, -1.958], [0.482, -1.733, -0.042], [0.638, 1.357, -1.218], [1.009, -0.260, 0.611], [-1.349, 0.591, 0.232], [0.173, 0.924, 0.172], [-1.775, -0.613, -0.115], [-0.746, -1.752, -0.292], [0.364, 1.771, 0.905], [-1.152, -2.490, -0.968], [-2.839, -0.935, -0.179], [2.952, -0.576, 0.615], [-1.970, 1.345, 0.506]]}



{"formula": "C5H4O", "method": "ωB97M-V with the def2-TZVPD basis set", "lumo_energy_ha": 0.032, "smiles": "C#CCOC#C", "multiplicity": 1, "gap_ev": 10.3, "fmax_ev_per_a": 2.6, "de_lowest_ev": 3.858, "symbols": ["O", "C", "C", "C", "C", "C", "H", "H", "H", "H"], "coordinates": [[-0.834, 0.762, -0.857], [0.315, 0.961, 0.071], [1.366, 0.020, -0.247], [-2.794, -0.712, -0.147], [2.189, -0.748, -0.615], [-1.763, -0.086, -0.397], [0.192, 1.046, 1.191], [2.927, -1.449, -0.959], [0.683, 1.882, -0.329], [-3.625, -1.412, 0.125]]}



{"formula": "C5H10O", "method": "ωB97M-V with the def2-TZVPD basis set", "lumo_energy_ha": 0.037, "smiles": "C=CC[C@H](C)O", "multiplicity": 1, "gap_ev": 10.8, "fmax_ev_per_a": 0.3, "de_lowest_ev": 0.959, "symbols": ["O", "C", "C", "C", "C", "C", "H", "H", "H", "H", "H", "H", "H", "H", "H", "H"], "coordinates": [[1.529, -0.738, -0.443], [-0.443, 0.371, 1.500], [-0.536, -0.940, 1.721], [0.020, 1.086, 0.254], [0.604, 0.247, -0.892], [-0.453, -0.454, -1.735], [-0.889, -1.313, 2.679], [-0.823, 1.669, -0.144], [0.043, -1.111, -2.456], [-1.052, 0.278, -2.288], [-0.720, 1.048, 2.310], [-1.124, -1.059, -1.117], [-0.264, -1.677, 0.972], [0.764, 1.836, 0.560], [1.144, 0.947, -1.550], [1.776, -0.535, 0.468]]}